83
Properties=species:S:1:pos:R:3 method="wB97M-V/def2-TZVPD" s2=1.202 relative_energy_kcal_mol=178.32 homo_energy_ev="-8.87 / -10.04" multiplicity=2 charge=+1
Tc 0.90183 0.44726 -0.96868
N 3.88803 -1.11408 -0.78982
C 3.89414 0.23538 -0.33673
C 5.12715 0.74928 0.06283
C 5.22131 2.05328 0.49239
C 4.07813 2.85504 0.51208
C 2.89995 2.29716 0.09230
N 2.81737 1.00384 -0.33034
C 2.83482 -1.92972 -1.27133
C 3.18470 -3.23053 -1.65813
C 2.22825 -4.07291 -2.15407
C 0.90693 -3.62417 -2.28096
C 0.61236 -2.34163 -1.90552
N 1.60060 -1.49500 -1.40471
H 4.43224 -1.66289 -0.13630
H 6.00769 0.12242 0.02342
H 6.17863 2.44996 0.80361
H 4.11160 3.88410 0.84057
H 1.89324 2.83311 0.04951
H 4.21166 -3.55942 -1.57240
H 2.49784 -5.07762 -2.45159
H 0.13091 -4.26802 -2.67066
H -0.37796 -1.94909 -1.98077
O 0.32136 -0.52682 2.19795
S 0.30932 0.90657 2.25057
O 1.22325 1.49503 3.18676
N 0.45959 1.55512 0.76884
C 0.47777 2.94491 0.54874
C 0.26286 3.91795 1.47475
C 0.30595 5.30066 1.13568
C 0.55171 5.71351 -0.12821
C 0.78428 4.75496 -1.16006
C 1.04757 5.11480 -2.49230
C 1.27503 4.13349 -3.41637
C 1.23769 2.79668 -3.00802
N 0.99174 2.42696 -1.77304
C 0.76586 3.38850 -0.85825
C -1.30875 1.30015 2.94143
C -2.47089 1.32957 2.19098
C -3.67859 1.64665 2.79744
C -3.72116 1.93508 4.15168
C -2.55222 1.91253 4.90053
C -1.34366 1.60106 4.29809
H 0.06232 3.64635 2.50193
H 0.13183 6.02895 1.91628
H 0.57352 6.77039 -0.35976
H 1.07500 6.15913 -2.77797
H 1.48618 4.37155 -4.44867
H 1.41933 1.98761 -3.70052
H -2.43668 1.11770 1.13734
H -4.58557 1.67167 2.20641
H -4.66303 2.18191 4.62426
H -2.57831 2.13823 5.95842
H -0.43045 1.57814 4.87565
O 2.02939 0.45248 -2.37840
N -3.27100 -8.09752 4.11922
C -3.03522 -7.12991 3.54474
C -2.74100 -5.91944 2.82539
C -1.42134 -5.53277 2.61397
C -1.13868 -4.37094 1.92304
C -2.17207 -3.58078 1.43505
C -3.48836 -3.96339 1.64521
C -3.77252 -5.12664 2.33651
N -1.88551 -2.37887 0.72110
C -2.80595 -1.48658 0.17673
C -2.07781 -0.50738 -0.39260
N -0.72695 -0.76155 -0.22943
C -0.67110 -1.89195 0.44551
H -0.61057 -6.14092 2.99080
H -0.10116 -4.10596 1.78228
H -4.31659 -3.37328 1.28145
H -4.80217 -5.41613 2.49511
H -3.86889 -1.61775 0.24125
H -2.42620 0.36263 -0.92193
H 0.23899 -2.37562 0.73794
N -0.53815 -0.25423 -5.80363
C -1.19979 -0.28934 -4.63943
N -2.51608 -0.57015 -4.71679
S -0.37648 -0.00024 -3.20121
H -0.98577 -0.42354 -6.68834
H 0.44750 -0.05444 -5.79213
H -2.98859 -0.74275 -5.58805
H -3.05223 -0.60777 -3.86866


84
Properties=species:S:1:pos:R:3 method="wB97M-V/def2-TZVPD" relative_energy_kcal_mol=47.70 homo_energy_ev="-5.60 / -5.60"
Ti -0.82600 1.43854 -1.07370
O -2.79086 3.68140 -0.89998
C -2.04258 3.24594 -0.05172
O -0.74608 3.09402 -0.21763
C -2.54467 2.78977 1.32974
C -1.32190 2.33464 2.14206
C -1.71917 1.97878 3.57909
C -2.36757 0.59098 3.38393
C -2.31756 0.46156 1.85802
O -1.05717 1.06304 1.51438
C -3.33981 1.44207 1.22951
C -3.63020 0.96272 -0.20200
O -4.74965 0.66169 -0.53686
O -2.56109 0.82347 -0.93918
H -3.14010 3.57927 1.78317
H -0.46242 2.98914 2.05126
H -2.40921 2.71666 3.98550
H -0.83766 1.93028 4.21751
H -3.38740 0.53406 3.75883
H -1.76652 -0.18849 3.85105
H -2.37641 -0.55711 1.47726
H -4.28251 1.46624 1.76989
C -0.83588 4.20559 -4.26815
C -0.64102 3.70387 -3.01851
N -0.74492 2.36611 -2.76158
C -1.05014 1.56847 -3.84168
C -1.19822 2.13861 -5.11289
N -1.10099 3.42389 -5.34729
C -1.15262 0.17852 -3.53969
C -1.73536 -0.74103 -4.41087
C -1.89314 -2.05807 -4.04593
C -1.37274 -2.43176 -2.80193
C -0.69586 -1.53645 -2.00473
N -0.63315 -0.17993 -2.31268
C 0.13106 -2.17435 -0.97654
C -0.27950 -3.33522 -0.30262
N 0.53800 -4.08382 0.41252
C 1.81586 -3.70119 0.45796
C 2.22197 -2.52514 -0.13346
N 1.39552 -1.75623 -0.83635
C -2.50244 -3.03869 -4.95623
C -2.10210 -4.37671 -4.94714
C -2.68895 -5.26530 -5.83152
N -3.62116 -4.92099 -6.71399
C -3.99972 -3.64641 -6.72706
C -3.48218 -2.67861 -5.88259
H -0.78526 5.26969 -4.45683
H -0.40686 4.35377 -2.19053
H -1.39015 1.51088 -5.97583
H -2.08798 -0.40761 -5.37522
H -1.45215 -3.45904 -2.47574
H -1.31629 -3.65177 -0.33404
H 2.49190 -4.34403 1.00598
H 3.24623 -2.17866 -0.06069
H -1.32281 -4.71511 -4.27802
H -2.39705 -6.30998 -5.83901
H -4.76341 -3.39361 -7.45452
H -3.85615 -1.66477 -5.92839
N 1.94003 2.06338 -1.69298
N 1.20740 1.35667 -0.68365
H 2.91230 1.77280 -1.71441
H 1.90723 3.05489 -1.49282
H 1.50119 1.58055 0.26280
H 1.39346 0.34455 -0.79854
N 8.02671 1.20658 7.91136
C 7.13812 0.96054 7.22539
C 6.04181 0.67121 6.35930
C 5.30527 -0.50287 6.50821
C 4.24705 -0.77254 5.66407
C 3.90403 0.12846 4.65930
C 4.63211 1.30875 4.51720
C 5.69947 1.57182 5.35042
N 2.82546 -0.14470 3.79453
C 1.76948 -1.00402 4.02104
C 0.96132 -0.90692 2.93118
N 1.48527 -0.01677 2.02821
C 2.59033 0.41853 2.57099
H 5.56096 -1.19792 7.29563
H 3.69323 -1.69240 5.78586
H 4.35505 2.03558 3.76747
H 6.26295 2.48730 5.23766
H 1.66518 -1.57666 4.92421
H 0.04615 -1.43600 2.72599
H 3.27270 1.10562 2.09724


78
Properties=species:S:1:pos:R:3 method="wB97M-V/def2-TZVPD" homo_energy_ev=-4.87 charge=-1
Li 1.01748 1.03852 -0.99099
Cl -1.98728 7.41310 -2.54622
C -1.40012 5.78649 -2.38549
C -0.73869 5.39817 -1.22992
C -0.32268 4.09075 -1.09704
Cl 0.57052 3.60162 0.28477
C -0.58211 3.09069 -2.07244
O -0.32233 1.85728 -1.90346
C -1.17764 3.59245 -3.25679
Cl -1.36717 2.49256 -4.57642
C -1.59878 4.89265 -3.42245
H -0.55190 6.11193 -0.44197
H -2.08619 5.19069 -4.33704
S 4.98290 -0.93867 -2.26434
C 4.07105 -2.08869 -1.38455
C 2.88738 -1.59038 -0.93541
C 2.62487 -0.23061 -1.26298
C 3.67824 0.26146 -1.97847
C 3.81956 1.57880 -2.51843
C 4.86648 1.94353 -3.38453
C 4.89770 3.21067 -3.91992
C 3.89914 4.10923 -3.56593
C 2.92467 3.67869 -2.67816
N 2.87361 2.46472 -2.17032
H 4.46620 -3.08248 -1.25618
H 2.21384 -2.22361 -0.36896
H 5.62350 1.21452 -3.63087
H 5.68198 3.50413 -4.60611
H 3.88392 5.11427 -3.95602
H 2.14403 4.35759 -2.35600
C 2.64519 -4.87755 4.25432
C 2.10405 -5.04203 2.99020
C 1.54072 -3.96307 2.33138
C 1.48423 -2.70889 2.92249
C 2.03791 -2.55759 4.18722
C 2.60804 -3.62908 4.85152
Sb 0.70789 -0.96073 1.83750
C -0.66272 -0.54801 3.46825
C -0.16816 0.12835 4.57331
C -1.00745 0.49460 5.60942
C -2.35787 0.20038 5.54349
C -2.86489 -0.44571 4.42808
C -2.01908 -0.81700 3.39853
C -0.56518 -2.23475 0.64820
C -1.34837 -3.24421 1.19017
C -2.03590 -4.11951 0.36650
C -1.89317 -4.03419 -1.00767
C -1.10147 -3.03756 -1.55343
C -0.47441 -2.11671 -0.72972
H 3.09552 -5.71718 4.76804
H 2.13398 -6.01228 2.51025
H 1.12997 -4.10829 1.33971
H 2.01819 -1.58899 4.66947
H 3.03765 -3.48901 5.83569
H 0.88064 0.39715 4.61319
H -0.61068 1.02497 6.46447
H -3.01326 0.48628 6.35303
H -3.92580 -0.64288 4.35074
H -2.42608 -1.28152 2.50990
H -1.41309 -3.35496 2.26490
H -2.66172 -4.88874 0.79950
H -2.38850 -4.74860 -1.65298
H -0.93816 -3.00317 -2.62176
H 0.13932 -1.33217 -1.16241
C -2.21693 -0.15487 -2.76059
As -2.74738 0.54123 -1.01434
C -3.87961 2.08216 -1.40103
C -4.14838 -0.76649 -0.57438
S -1.72479 0.96426 0.73481
H -2.80793 0.39371 -3.49120
H -2.46643 -1.21209 -2.81179
H -1.16291 -0.00759 -2.97503
H -4.84279 1.74520 -1.78951
H -3.40121 2.74877 -2.11615
H -4.03859 2.63088 -0.46903
H -4.77739 -0.93891 -1.44886
H -4.76733 -0.38455 0.23903
H -3.69786 -1.70914 -0.26078


Number 1: electronic energy -82737.998 eV. Number 2: electronic energy -87579.929 eV. Number 3: electronic energy -168210.050 eV.